Entry 1:
This record from the OMol25 dataset describes a molecular structure, C49H62ClO6S5Y. The level of theory is the ωB97M-V functional and the def2-TZVPD basis.

The energy above the lowest of the compared OMol25 structures with the same formula, charge and spin is 0.0551 eV. As for the HOMO energy: -1.681 eV. For the molecular weight, the calculation gives 1031.72 g mol⁻¹. The charge is -2.

Positions of all 124 atoms, in Å:
Y  -0.67252  2.60991  2.38170
C  2.94397  2.48287  3.03304
O  1.87859  1.91841  2.26129
C  2.32288  0.97002  1.35740
C  2.74852  1.37201  0.09323
C  2.58331  2.79823  -0.38123
C  1.47045  2.85457  -1.39596
C  1.73839  2.88759  -2.75240
C  0.72889  2.86644  -3.71539
C  -0.57751  2.84366  -3.24178
C  -0.88905  2.81256  -1.88589
C  -2.32903  2.75068  -1.44206
C  -2.71670  1.33155  -1.09620
C  -2.78156  0.35650  -2.08916
C  -3.04722  -0.97404  -1.79718
C  -3.24444  -1.31664  -0.46136
C  -3.17227  -0.38260  0.56025
C  -3.19790  -0.83075  2.00508
C  -1.92272  -1.57656  2.30682
C  -1.88002  -2.96279  2.20566
C  -0.70724  -3.68669  2.37858
C  0.43670  -2.94814  2.68351
C  0.43725  -1.56837  2.79019
C  1.72722  -0.82689  3.04081
C  2.32372  -0.36852  1.72832
C  2.80249  -1.30660  0.81635
C  3.25553  -0.94588  -0.44447
C  3.21522  0.40416  -0.78212
C  3.72313  -1.96593  -1.48191
C  2.77979  -1.91268  -2.69296
C  5.14990  -1.63022  -1.93565
C  3.71652  -3.39357  -0.93475
C  -0.75533  -0.83956  2.57687
O  -0.76554  0.46676  2.61744
C  -0.61958  -5.20389  2.22668
C  -1.96660  -5.82564  1.85690
C  0.38081  -5.54850  1.11281
C  -0.14338  -5.83885  3.54023
C  -2.93087  0.94581  0.21863
O  -2.89170  1.90812  1.21122
C  -4.19063  2.38864  1.57250
C  -3.05328  -2.07215  -2.86012
C  -1.91590  -3.05984  -2.55861
C  -2.84225  -1.51636  -4.26870
C  -4.39276  -2.81979  -2.83373
C  0.14020  2.77274  -0.92866
O  -0.09254  2.67125  0.35409
C  1.08738  2.84474  -5.19986
C  1.90397  4.09206  -5.56466
C  -0.15274  2.81092  -6.09362
C  1.92415  1.59277  -5.50358
H  3.58161  1.68091  3.41371
H  2.48932  3.01406  3.86171
H  3.53026  3.16597  2.41271
H  3.50979  3.14829  -0.84450
H  2.34845  3.44359  0.46483
H  2.78004  2.92772  -3.06205
H  -1.40823  2.85428  -3.93916
H  -2.95974  3.11319  -2.25892
H  -2.47673  3.39857  -0.57840
H  -2.57875  0.66742  -3.10652
H  -3.40202  -2.35453  -0.18684
H  -4.05099  -1.49245  2.17805
H  -3.28386  0.03315  2.66222
H  -2.80891  -3.47573  1.97996
H  1.37906  -3.46487  2.84829
H  2.42415  -1.50079  3.54666
H  1.55207  0.02907  3.69059
H  2.77401  -2.34811  1.11068
H  3.50873  0.72397  -1.77714
H  2.77465  -0.92302  -3.15215
H  1.75628  -2.13948  -2.38806
H  3.08755  -2.64050  -3.45001
H  5.20388  -0.63155  -2.37032
H  5.48878  -2.34757  -2.68890
H  5.83985  -1.66484  -1.08980
H  2.71095  -3.70761  -0.64853
H  4.36656  -3.49160  -0.06268
H  4.07667  -4.08082  -1.70463
H  -2.34124  -5.42964  0.91049
H  -2.71826  -5.63852  2.62627
H  -1.85493  -6.90793  1.74928
H  0.06773  -5.09997  0.16731
H  0.45326  -6.63259  0.97814
H  1.37665  -5.16846  1.34589
H  -0.84144  -5.61279  4.34850
H  0.83556  -5.45586  3.83090
H  -0.06757  -6.92636  3.43889
H  -4.78894  2.52108  0.66736
H  -4.04935  3.34347  2.06725
H  -4.68067  1.68202  2.24577
H  -0.95298  -2.54552  -2.56227
H  -1.88974  -3.85512  -3.30985
H  -2.03869  -3.51990  -1.57681
H  -1.87229  -1.02448  -4.36323
H  -3.61801  -0.79549  -4.53540
H  -2.87601  -2.33461  -4.99258
H  -4.57737  -3.27157  -1.85858
H  -4.39791  -3.61654  -3.58334
H  -5.21813  -2.13763  -3.04862
H  1.32975  4.99737  -5.35867
H  2.16988  4.08230  -6.62661
H  2.82629  4.14453  -4.98484
H  -0.78026  3.69096  -5.94013
H  -0.75867  1.92314  -5.90132
H  0.15167  2.79118  -7.14355
H  2.84816  1.58685  -4.92319
H  2.18795  1.55018  -6.56527
H  1.36621  0.68988  -5.24663
S  1.29794  4.48657  10.31983
C  0.77179  4.19575  8.75613
S  -0.11233  5.31502  7.81092
C  -0.28740  4.37759  6.33957
C  0.27877  3.14742  6.38488
S  0.30124  1.91600  5.15061
S  1.06441  2.74436  7.89923
S  -1.15987  5.09135  5.01376
O  -2.56651  2.46236  4.07731
H  -2.43921  3.37529  4.42489
H  -1.99992  1.94072  4.68383
O  0.89286  4.64114  2.64817
H  0.50234  4.92665  3.51486
H  0.32603  5.12345  2.01949
Cl  -1.94195  4.85810  1.65299

Atomic partial charges in e from the Mulliken method, atoms 1 to 4: number 1, Y, carries 1.596; number 2, C, carries -1.353; number 3, O, carries 0.844; number 4, C, carries -0.197

Entry 2:
This record from the OMol25 dataset describes a molecular structure, H30O15 at a distorted geometry. The level of theory is the ωB97M-V functional and the def2-TZVPD basis.

The energy above the lowest of the compared OMol25 structures with the same formula, charge and spin is 11.0364 eV. As for the HOMO energy: -6.588 eV. For the molecular weight, the calculation gives 270.22 g mol⁻¹. The charge is 0.

Positions of all 45 atoms, in Å:
H  -0.61292  -0.01137  0.90511
H  -0.82647  -0.15828  -0.58720
H  -5.41089  -3.62703  -0.48572
H  -3.99911  -3.09294  -0.48271
H  -2.28317  3.97532  0.60286
H  -2.12458  3.00812  1.77460
H  1.99096  -1.99249  2.99136
H  1.26459  -0.63958  3.08976
H  -1.94180  -1.67087  -0.18855
H  -0.74986  -2.17429  -1.02544
H  -1.15744  1.74774  3.73144
H  -0.22181  1.25351  4.90755
H  0.27665  -2.03808  -2.96046
H  -0.97897  -2.39397  -3.75787
H  1.77010  -3.94060  2.74541
H  2.79107  -3.31513  1.91528
H  0.65617  1.42270  -0.28823
H  1.67521  1.69791  0.68813
H  0.86954  1.70751  -5.81438
H  0.43720  1.61304  -4.35725
H  0.08889  1.09680  -1.80757
H  0.58937  2.32775  -2.71992
H  -2.80070  1.37721  -2.25061
H  -2.23633  1.82255  -0.95166
H  2.74756  2.59613  4.17074
H  1.65207  1.69461  3.69785
H  2.75849  0.07329  -0.28779
H  4.12600  0.41445  -0.77526
H  1.74073  -0.71805  -1.66142
H  1.34227  -1.16232  -0.35562
O  -0.54729  -0.63120  0.13969
O  -4.49797  -3.92042  -0.55409
O  -1.67887  3.34949  1.00436
O  1.24827  -1.50092  2.63883
O  -1.12630  -2.20060  -0.15877
O  -0.83065  0.97610  4.18537
O  -0.72374  -1.82879  -3.02719
O  1.82195  -3.51966  1.94357
O  0.79732  2.00079  0.41400
O  0.06942  1.45813  -5.24048
O  -0.10489  1.62213  -2.55806
O  -2.37712  2.20745  -1.80058
O  2.03818  1.99247  4.50890
O  3.51812  -0.23306  -0.79967
O  0.96077  -0.66553  -1.15830

Atomic partial charges in e from the Mulliken method, atoms 1 to 4: number 1, H, carries 0.063; number 2, H, carries 0.414; number 3, H, carries 0.308; number 4, H, carries 0.301

The calculation returns the following E_tot values, one per record and in order: -131859.207 -31190.629 eV.